Record 1
Entry from OMol25: a cluster of 3 separate species, C4H13NO2 in total in a non-equilibrium geometry (wB97M-V/def2-TZVPD).

Values from the calculation:
Energy relative to the best compared isomer or geometry (same formula, charge and spin) (eV): 1.538
Structure (SMILES): CC/C=C/N.O.O
Gap between HOMO and LUMO (eV): 9.23
Net charge: 0
Largest force on an atom (eV/A): 2.62

Geometry as XYZ:
```
20
C4H13NO2, DFT wB97M-V/def2-TZVPD
O -3.02492 -0.89316 -0.01368
O -2.42665 -0.92833 -2.75194
N -0.13796 2.63214 -0.45858
C 1.02989 -0.58335 1.03760
C 0.57838 1.74439 0.35974
C 2.46226 -1.17769 1.15494
C 0.92408 0.47877 0.03257
H 0.74531 1.97018 1.41103
H -2.45368 -1.08846 0.73433
H 3.06977 -0.25752 1.05513
H -2.79856 -0.01330 -0.34436
H 0.68063 -0.34154 2.05727
H 0.35667 3.52467 -0.52725
H 0.41194 -1.47146 0.83136
H 2.48750 -1.73588 2.09450
H 2.70704 -1.91359 0.39764
H -3.18632 -0.62340 -2.26925
H -2.14311 -1.76285 -2.39837
H 0.82270 0.06838 -0.95950
H -0.10498 2.37201 -1.44317
```

Mulliken atomic charge list, values in e, 2 entries: -0.637, -0.628

***

Record 2
Entry from OMol25: a structure of composition C35H48BrNO2PPd in a non-equilibrium geometry (wB97M-V/def2-TZVPD).

Values from the calculation:
Energy relative to the best compared isomer or geometry (same formula, charge and spin) (eV): 0.000
Gap between HOMO and LUMO (eV): 5.77
Net charge: +3
Largest force on an atom (eV/A): 1.10

Geometry as XYZ:
```
89
C35H48BrNO2PPd, DFT wB97M-V/def2-TZVPD
Pd 0.92261 -0.56175 -0.28145
Br 4.15953 -1.46454 -2.14739
P 0.54039 1.79901 -0.62844
O 0.65819 -0.61371 1.60891
O 1.59748 -0.37856 3.57324
N 2.97543 -0.98844 0.36033
C -1.20391 -1.12470 -3.48886
C -3.61562 1.66356 -2.52951
C -2.31703 -4.84377 2.18291
C 0.91610 -1.97180 -2.41174
C 4.10909 -1.29190 -0.28342
C 1.76221 -0.57325 2.41463
C 3.04526 -0.87749 1.71255
C 1.87931 3.85203 -2.08597
C 1.83978 2.31897 -1.89165
C -1.16028 -2.89680 1.24782
C -0.01987 4.15171 0.60953
C -0.42710 2.16029 1.98417
C -2.13767 -0.66511 1.00344
C 3.25472 1.92571 -1.43598
C -1.87100 -1.77941 1.74657
C -1.92085 0.61201 -1.17132
C -0.99066 -1.78401 -0.91881
C 4.19682 -1.05503 2.43794
C 0.15948 -5.01565 1.69344
C -1.52232 2.77999 -2.17958
C -0.61265 -2.00010 -2.39154
C -1.53158 -0.56170 -0.32635
C -1.08869 1.71128 -1.37966
C 5.31573 -1.49360 0.38480
C -0.96639 -4.08437 2.12685
C 5.36663 -1.37278 1.75654
C 1.96150 2.87147 1.53556
C -2.78538 2.75873 -2.73808
C -3.14382 0.33255 1.54212
C -4.56488 -0.21087 1.28396
C -3.18922 0.60430 -1.74657
C 0.54568 2.75253 0.96788
C 1.52209 1.66898 -3.24404
C -3.00061 0.57094 3.05323
C -0.76508 -2.88028 -0.09339
H -4.68498 -1.19229 1.74433
H -0.85483 -1.51319 -4.44601
H -0.89791 -0.08173 -3.42320
H -1.03024 4.09897 0.20458
H -5.28900 0.46242 1.74196
H 0.34653 -5.74412 2.48050
H -2.29019 -1.16793 -3.50094
H -0.08732 4.67573 1.56596
H -2.58734 -5.22201 1.19652
H -0.89438 3.64098 -2.34892
H -3.04508 1.27618 1.00532
H 1.09341 -4.47667 1.51584
H 2.24066 2.06209 -3.96415
H -3.52984 -0.19811 3.61647
H -2.20261 -5.69062 2.85784
H -0.77268 -3.70131 3.13494
H 1.88438 3.34829 2.51337
H -4.59501 1.63116 -2.98849
H -0.30720 2.72547 2.90983
H 1.38197 -2.73916 -1.79616
H -0.32683 -3.77336 -0.52191
H 2.60800 3.49406 0.92224
H -4.81461 -0.29745 0.23094
H 0.52551 1.90700 -3.61226
H 3.31612 0.91530 -1.04768
H 2.44275 1.90390 1.68664
H 3.90282 1.98147 -2.31123
H 0.60915 4.74647 -0.04011
H -1.96661 0.58090 3.39497
H -0.09910 -5.57587 0.79341
H -3.83134 -0.25537 -1.61847
H -2.26483 -1.85184 2.75346
H 3.65206 2.60696 -0.68915
H -0.91743 -3.02793 -2.60292
H -3.45762 1.52328 3.31911
H 2.65354 4.01857 -2.83836
H 6.19679 -1.74747 -0.18773
H 2.19651 4.37819 -1.19166
H 1.33710 -0.96496 -2.07578
H -1.45455 2.29918 1.65516
H 1.65196 0.58904 -3.23546
H 0.96502 4.29217 -2.47295
H 4.15606 -0.94603 3.51434
H -3.12167 3.59490 -3.33598
H 6.29958 -1.52385 2.28355
H 1.34825 -2.00244 -3.41262
H -0.25180 1.11485 2.21130
H -3.12662 -4.21830 2.55689
```

Mulliken atomic charge list, values in e, 2 entries: -0.777, 0.076

***

Record 3
Entry from OMol25: a structure of composition C50H40Cl2FN5O3PPbS2 (wB97M-V/def2-TZVPD).

Values from the calculation:
Energy relative to the best compared isomer or geometry (same formula, charge and spin) (eV): 0.000
Gap between HOMO and LUMO (eV): 5.91
Net charge: +1
Largest force on an atom (eV/A): 0.51

Geometry as XYZ:
```
105
C50H40Cl2FN5O3PPbS2, DFT wB97M-V/def2-TZVPD
Pb -1.77774 -1.07055 0.98081
Cl -2.81008 -1.68511 -2.40869
Cl -3.34816 -1.79755 4.01494
S -0.01299 -1.13727 2.71509
S -0.94175 -3.38689 0.22018
P -2.50399 1.24568 2.99553
F 4.99066 -1.25495 -1.33444
O -2.69524 2.08585 -1.84826
O 0.18004 -0.55734 -0.40521
O -2.00227 1.04403 0.00842
N 5.62287 0.19956 -3.55315
N 3.40776 -5.20279 5.59783
N 6.70000 -0.34542 -6.12485
N 1.05055 1.89095 -3.52935
N 2.42306 -7.84736 2.60013
C -3.47254 2.69872 2.47445
C -3.44485 1.92037 5.55737
C 2.69695 -4.92450 4.73875
C 5.99840 0.96465 -5.85402
C -3.92676 -1.16094 0.33830
C 0.42560 0.27420 -1.28763
C 4.32127 0.24039 -3.03280
C -3.20984 0.88294 4.64904
C 0.24073 2.86580 -5.70920
C 1.30798 2.73932 -4.66985
C 0.46116 -2.83221 2.60486
C 6.29077 -1.05977 -3.79721
C 1.48961 2.09437 -6.01614
C 1.99540 -6.78125 2.63086
C 1.08689 2.25358 4.75384
C -3.55963 -0.40116 5.05566
C 4.00557 -0.52377 -1.89893
C 3.33157 1.04212 -3.57567
C 1.47341 -5.44081 2.65114
C -3.90685 5.06606 2.33156
C 1.14885 2.93067 2.45119
C 0.61801 -5.03345 1.64317
C -0.15652 2.49669 2.28557
C 1.77589 2.80527 3.68450
C -0.50031 1.23636 -1.80651
C 6.16651 -1.46560 -5.25941
C -4.87195 -3.46722 0.51442
C 1.81539 -4.54378 3.66954
C -0.15114 1.96042 -2.89729
C 2.76069 -0.52651 -1.35059
C 1.76065 0.28436 -1.89557
C -3.94302 -4.10277 -2.02574
C -1.86293 1.47427 -1.19621
C -3.74131 -2.84283 -1.49495
C 1.29249 -3.26199 3.63958
C -4.20701 -2.48814 -0.22722
C 0.10199 -3.73460 1.58351
C -4.65845 2.45641 1.78373
C -5.46986 3.50601 1.38552
C -5.07830 -4.73412 -0.00027
C 6.13053 1.27101 -4.36685
C 2.05013 1.08352 -3.00367
C -3.98621 1.68649 6.80765
C -5.09403 4.81421 1.66038
C -0.22424 1.82460 4.59409
C -3.09804 4.01270 2.73814
C -4.09870 -0.65970 6.30860
C -4.30985 0.38913 7.18481
C -4.61771 -5.05062 -1.27196
C -0.85842 1.94344 3.36062
H -5.72221 5.63659 1.34260
H 1.89814 3.62011 -4.44324
H 1.56941 2.15374 5.71776
H -0.74399 1.38074 5.43295
H -0.87368 2.64869 -3.31554
H 7.69843 -0.22949 -5.93667
H -4.49699 -0.92609 1.23399
H -5.22743 -3.21888 1.50787
H -3.56224 -4.33875 -3.00990
H 1.68029 3.36499 1.61305
H 6.61869 -0.59273 -7.11025
H -4.34968 -1.67512 6.58248
H 5.87037 -1.85199 -3.18469
H 4.95903 0.81576 -6.14357
H -6.38664 3.30502 0.84628
H 6.45654 1.72071 -6.48880
H -4.94470 1.43962 1.54024
H -0.66890 2.29954 -5.56685
H 2.21195 2.52862 -6.69551
H -4.15935 2.51146 7.48585
H 5.12376 -1.59746 -5.54595
H -3.96869 -0.32994 -0.36230
H -3.60690 6.08486 2.54257
H 2.79852 3.13709 3.81215
H 2.53628 -1.12898 -0.47876
H 1.55069 -2.57459 4.43422
H -2.17011 4.22163 3.25661
H 7.34932 -0.97411 -3.52318
H -5.59562 -5.47907 0.58962
H 6.73153 -2.36333 -5.50286
H 0.10895 3.83860 -6.15961
H -3.20063 2.93409 5.26214
H 7.19001 1.43144 -4.12615
H -0.63977 2.57623 1.31830
H 3.52744 1.63615 -4.45650
H -4.73112 0.19096 8.16177
H 0.34561 -5.74139 0.87167
H -4.77735 -6.04021 -1.67917
H 5.62020 2.20640 -4.14474
H 1.40016 1.01600 -6.05012
```

Mulliken atomic charge list, values in e, 2 entries: 1.807, -0.084

***

Record 4
Entry from OMol25: a cluster of 3 separate species, C20H32ClIN2O6PS3 in total in a non-equilibrium geometry (wB97M-V/def2-TZVPD).

Values from the calculation:
Gap between HOMO and LUMO (eV): 6.23
Net charge: +1
Largest force on an atom (eV/A): 8.17

Geometry as XYZ:
```
66
C20H32ClIN2O6PS3, DFT wB97M-V/def2-TZVPD
I -6.53227 2.23459 -1.71507
Cl 0.07757 1.40309 -4.43307
S 3.20897 -1.31353 6.36640
S 0.01816 -1.96956 1.30886
S 5.09770 0.58985 -1.94797
P -1.37846 -0.56544 1.29644
O 5.85912 0.53436 -0.71806
O 3.85698 1.32686 -2.05201
O 6.08999 1.04801 -3.15698
O 1.99359 -1.65846 7.07156
O 3.88553 -0.05026 6.57123
O 2.97392 -1.52757 4.76790
N -2.61916 1.02282 -3.42489
N -6.45120 -2.05519 1.05175
C -5.36648 -1.51144 0.18942
C -3.39782 0.19019 -0.91109
C -3.76893 0.69990 -2.44800
C -0.64250 0.41576 -1.59327
C -5.94286 0.34385 2.45529
C -6.12169 -1.03866 -4.79318
C 4.81903 -1.07199 -2.50714
C -6.66108 -1.05336 2.13384
C 2.17465 0.60201 3.91845
C -4.78168 0.90550 1.46433
C 0.96358 0.32426 -1.18416
C 6.38731 2.42921 -3.30772
C 4.38788 -2.62126 6.59453
C 7.40400 2.89237 -2.28105
C -4.52594 -0.14812 0.25101
C -6.03254 -0.61924 -3.17869
C -1.80787 0.03767 -0.47528
C -1.14877 0.91675 -3.08354
C 1.87928 -0.86874 4.14619
C -5.32132 0.87654 -2.96270
H -5.24499 -1.38907 -2.71872
H 3.13071 0.72994 3.40037
H 3.90014 -3.57661 6.39495
H 5.78192 -1.57536 -2.61351
H 8.28290 2.23940 -2.28361
H -2.54655 -1.19491 1.91522
H -5.31502 1.37270 -4.04870
H -7.22768 -0.86384 -5.13248
H 4.73445 -2.58519 7.62948
H -7.52828 -1.36322 2.89744
H -2.89368 1.37117 -4.37881
H 1.45472 1.30677 -1.64858
H -5.34367 -0.40681 -5.43326
H 0.96225 -1.00321 4.72907
H -7.06825 -0.68668 -2.63338
H 4.21377 -1.58298 -1.75542
H -5.84791 -2.19095 -4.94140
H 1.72083 -1.35515 3.17839
H 6.98407 2.86460 -1.27139
H 1.38287 1.06868 3.32591
H 2.24741 1.14020 4.86798
H 1.15122 0.40202 -0.02163
H 1.46537 -0.61112 -1.67716
H -4.17414 1.89933 1.57334
H -5.07585 -2.23560 -0.71712
H 4.28747 -1.04081 -3.45943
H -0.98110 0.52985 2.14712
H 7.72161 3.91842 -2.48630
H 5.22805 -2.46224 5.91579
H -6.26110 0.97020 3.40325
H 6.80778 2.55848 -4.31014
H 5.47400 3.03121 -3.26062
```

Mulliken atomic charge list, values in e, 2 entries: 0.154, -0.100